#P
This record from the Open Molecules 2025 dataset describes a 2-piece molecular cluster, C6H10O overall. The level of theory is ωB97M-V/def2-TZVPD.

Structure (ORCA input):
```
! RIJCOSX wB97M-V def2-TZVPD def2/J DEFGRID3
* xyz 1 2
C -0.0300 1.1889 -1.0734
C -0.4381 2.3021 -0.4747
C 1.7762 0.4917 0.3010
C 0.6814 0.0942 -0.3884
C 0.2949 -1.2967 -0.6295
C 0.4428 -2.4433 0.1217
H -0.2673 0.9207 -2.1537
H -1.1065 2.9945 -0.9438
H -0.1467 2.5358 0.5780
H 2.3283 -0.1638 0.8471
H 1.8076 1.4932 0.4871
H -0.3623 -1.4296 -1.5351
H -0.0744 -3.1999 -0.3676
H 1.0625 -2.4826 1.1183
H -2.3132 -1.0600 1.3799
H -1.4028 0.2097 1.5400
O -2.2524 -0.1550 1.1930
*
```

The calculation puts the orbital gap (alpha / beta) at 9.48 / 6.14 eV. For the highest occupied orbital energy (alpha / beta), the calculation gives -0.545 / -0.535 Ha. The LUMO energy (alpha / beta) comes out at -5.4 / -8.4 eV.

***

#Q
This record from the Open Molecules 2025 dataset describes an isolated ion of composition C6H10O and charge +1. The level of theory is ωB97M-V/def2-TZVPD.

Structure (ORCA input):
```
! RIJCOSX wB97M-V def2-TZVPD def2/J DEFGRID3
* xyz 1 2
O -0.9605 0.0836 2.4206
C -1.7697 0.2567 1.5521
C -1.4288 0.8798 0.2371
C -1.0038 -0.1326 -0.8306
C 0.3222 -0.7665 -0.4088
C 2.7806 -0.2445 -0.1856
C 1.5250 -0.0302 -0.7340
H -2.8044 -0.1208 1.6712
H -2.1879 1.5495 -0.1591
H -0.6029 1.5727 0.4830
H -0.9279 0.4367 -1.7608
H -1.7441 -0.9122 -1.0151
H 0.2473 -1.0200 0.6768
H 0.5240 -1.8207 -0.7218
H 2.9153 -0.7765 0.7483
H 3.6658 0.3247 -0.4532
H 1.4499 0.7204 -1.5202
*
```

The calculation puts the orbital gap (alpha / beta) at 8.28 / 4.55 eV. For the highest occupied orbital energy (alpha / beta), the calculation gives -0.499 / -0.498 Ha. The LUMO energy (alpha / beta) comes out at -5.3 / -9.0 eV.

***

Relative calculated energies, zero for the most stable structure, unit eV: #P 0.904; #Q 0.000.

***

#P
This record from the Open Molecules 2025 dataset describes one molecule with the formula C4H8N2O4. The level of theory is ωB97M-V/def2-TZVPD.

Structure (ORCA input):
```
! RIJCOSX wB97M-V def2-TZVPD def2/J DEFGRID3
* xyz 0 1
C -1.0817 -0.3274 -0.3501
C 0.0456 -1.2202 0.0347
C 1.3450 -0.5908 0.4021
C -1.1035 1.0870 0.2667
H -3.0614 -0.6422 -0.9470
H -2.4640 -0.9216 0.7004
H -1.0359 -0.0701 -1.6011
H -0.2222 -1.8121 0.7271
H 0.3742 -2.0410 -0.8010
H 1.4662 0.8731 -1.1111
H 3.2200 0.4787 0.8350
H -0.1731 2.8420 0.4623
N -2.3495 -1.0427 -0.2679
N 2.0085 0.1499 -0.5705
O 1.8914 -0.7266 1.4769
O 3.2127 0.7879 -0.2358
O -0.2406 1.9067 -0.2387
O -1.8318 1.2692 1.2181
*
```

The calculation puts the orbital gap at 9.45 eV. As for the structure (SMILES): N[C@H](CC(=O)NO)C(=O)O. For the highest occupied orbital energy, the calculation gives -0.346 Ha. The LUMO energy comes out at 0.1 eV.

***

#Q
This record from the Open Molecules 2025 dataset describes a 2-piece molecular cluster, C4H8N2O4 overall. The level of theory is ωB97M-V/def2-TZVPD.

Structure (ORCA input):
```
! RIJCOSX wB97M-V def2-TZVPD def2/J DEFGRID3
* xyz 0 1
C 2.6579 0.0687 0.7449
C -2.1179 -1.4803 0.1731
C -0.9193 1.1394 -0.9666
C -0.1680 -0.1102 -0.9520
N 1.4351 0.1513 1.0008
N -0.8682 -1.1681 -0.2167
O 3.1584 -0.0265 -0.4910
O -2.9973 -0.6907 0.4320
O -1.4472 1.7265 0.2176
O 0.7933 -0.4838 -1.5398
H 3.5325 -0.2504 1.5477
H -2.1421 -2.5214 0.3894
H -0.3505 2.0179 -1.4205
H -1.7383 1.0377 -1.7319
H 1.2164 0.2463 1.9290
H -0.2648 -2.0123 -0.3827
H -2.2119 1.0459 0.4945
H 2.4848 0.2502 -1.1222
*
```

The calculation puts the orbital gap at 10.82 eV. As for the structure (SMILES): O=CNC(=O)CO.[H]/N=C/O. For the highest occupied orbital energy, the calculation gives -0.376 Ha. The LUMO energy comes out at 0.6 eV.

***

Relative calculated energies, zero for the most stable structure, unit eV: #P 2.261; #Q 0.000.

***

#P
This record from the Open Molecules 2025 dataset describes one molecule with the formula C6H9NO2. The level of theory is ωB97M-V/def2-TZVPD.

Structure (ORCA input):
```
! RIJCOSX wB97M-V def2-TZVPD def2/J DEFGRID3
* xyz 0 1
C 1.3833 1.8713 -0.3674
C 0.9865 0.5076 0.2645
C 0.8140 -1.7471 -0.2075
C -0.5349 -1.1992 0.3650
C -0.3332 0.1819 0.6610
C -2.5377 -0.1818 -0.3276
H 0.5781 2.4525 0.2425
H 2.5050 2.4598 -0.1735
H 1.2258 1.6722 -1.5262
H 1.3996 0.9002 1.4059
H 0.8597 -1.9383 -1.3420
H 1.2030 -2.5025 0.4836
H -1.1942 -1.9742 0.7057
H -0.7808 0.7737 1.5465
H -2.7283 -1.2378 -0.9151
N -1.1235 -0.1717 -0.4472
O 1.6458 -0.6107 -0.3027
O -3.3682 0.7441 -0.0655
*
```

The calculation puts the orbital gap at 10.06 eV. As for the structure (SMILES): C[C@@H]1OC[C@H]2[C@@H]1N2C=O. For the highest occupied orbital energy, the calculation gives -0.347 Ha. The LUMO energy comes out at 0.6 eV.

***

#Q
This record from the Open Molecules 2025 dataset describes a 2-piece molecular cluster, C6H9NO2 overall. The level of theory is ωB97M-V/def2-TZVPD.

Structure (ORCA input):
```
! RIJCOSX wB97M-V def2-TZVPD def2/J DEFGRID3
* xyz 0 1
C -0.6376 -0.1716 -2.0583
C -1.2382 0.2513 1.8547
N 1.2659 -1.3588 -0.2938
C -0.6605 -0.7168 -0.6613
C -0.8647 0.6651 0.4520
C 1.6042 -0.2357 0.1734
C 2.3962 0.7926 0.2991
O -1.2429 -1.6972 -0.2484
O -1.1738 1.7355 -0.0035
H 0.9261 -2.1164 0.2899
H -1.6120 0.2637 -2.2738
H 0.0925 0.6312 -2.1387
H -0.3580 -0.9717 -2.7429
H -0.6055 0.8093 2.5468
H -1.1101 -0.8121 2.0420
H -2.2755 0.5123 2.0639
H 2.1713 1.6125 0.9606
H 3.3226 0.8069 -0.2617
*
```

The calculation puts the orbital gap at 7.94 eV. As for the structure (SMILES): CC(=O)C(C)=O.C=C=N. For the highest occupied orbital energy, the calculation gives -0.309 Ha. The LUMO energy comes out at -0.5 eV.

***

Relative calculated energies, zero for the most stable structure, unit eV: #P 1.101; #Q 0.000.

***

#P
This record from the Open Molecules 2025 dataset describes a 2-piece molecular cluster, C6H9NO2 overall. The level of theory is ωB97M-V/def2-TZVPD.

Structure (ORCA input):
```
! RIJCOSX wB97M-V def2-TZVPD def2/J DEFGRID3
* xyz 0 1
N 2.6387 -0.7644 -0.8727
C 1.6993 -0.3900 -0.2656
C 0.3000 -0.0536 -0.0075
C -0.6915 -1.1321 0.3881
C -2.0603 -0.4336 0.2594
C -1.8730 0.6645 -0.8035
C -0.4101 1.0256 -0.7196
O 0.0767 1.2081 0.6088
H -0.5954 -1.9646 -0.3235
H -0.4995 -1.5204 1.3967
H -2.8539 -1.1401 -0.0128
H -2.3406 0.0180 1.2189
H -2.0641 0.2838 -1.8173
H -2.5253 1.5341 -0.6443
H 0.0707 1.6399 -1.4837
O 3.8237 0.6701 1.0598
H 4.0301 0.0033 0.2350
H 3.2746 0.3514 1.7839
*
```

The calculation puts the orbital gap at 10.96 eV. As for the structure (SMILES): N#C[C@]12CCC[C@H]1O2.O. For the highest occupied orbital energy, the calculation gives -0.380 Ha. The LUMO energy comes out at 0.6 eV.

***

#Q
This record from the Open Molecules 2025 dataset describes one molecule with the formula C6H9NO2. The level of theory is ωB97M-V/def2-TZVPD.

Structure (ORCA input):
```
! RIJCOSX wB97M-V def2-TZVPD def2/J DEFGRID3
* xyz 0 1
C -1.6239 -1.5719 -2.2649
C -1.0774 -1.8420 -0.9427
C -1.5841 -0.6638 -3.2194
C -0.0377 0.9227 1.9843
C 1.9624 1.2989 0.7485
C 0.8506 0.2580 1.0060
N 0.2348 0.0023 -0.2326
O -1.6656 0.2007 -3.9686
O -0.3989 -1.1665 -0.0840
H -2.2752 -2.3753 -2.6097
H -1.6915 -2.4437 -0.2704
H -0.1764 1.9066 1.5212
H -1.0824 0.5247 2.1146
H 0.5329 0.9201 2.9753
H 1.4351 2.1818 0.3942
H 2.7298 0.9851 -0.1232
H 2.4629 1.5019 1.6447
H 1.4045 -0.6395 1.3266
*
```

The calculation puts the orbital gap (alpha / beta) at 7.39 / 8.55 eV. For the highest occupied orbital energy (alpha / beta), the calculation gives -0.263 / -0.303 Ha. The LUMO energy (alpha / beta) comes out at 0.2 / 0.3 eV.

***

Relative calculated energies, zero for the most stable structure, unit eV: #P 0.000; #Q 3.765.

***

#P
This record from the Open Molecules 2025 dataset describes one molecule with the formula C4H3NOS2. The level of theory is ωB97M-V/def2-TZVPD.

Structure (ORCA input):
```
! RIJCOSX wB97M-V def2-TZVPD def2/J DEFGRID3
* xyz 0 1
C 0.0169 0.2461 -0.0610
C -1.1907 -0.8602 -0.3081
C 0.3470 -0.3434 1.1944
C -0.1627 1.6199 -0.0743
H 2.3717 0.4782 -0.9027
H -2.0354 -0.3230 -0.3211
H -1.1165 -1.5446 -1.1321
N -0.0144 2.8569 -0.3818
O 1.3475 -0.0749 1.8405
S 1.3320 -0.3993 -1.2108
S -0.8953 -1.6558 1.3569
*
```

The calculation puts the orbital gap at 9.66 eV. As for the structure (SMILES): N#C[C@]1(S)CSC1=O. For the highest occupied orbital energy, the calculation gives -0.373 Ha. The LUMO energy comes out at -0.5 eV.

***

#Q
This record from the Open Molecules 2025 dataset describes one molecule with the formula C4H3NOS2. The level of theory is ωB97M-V/def2-TZVPD.

Structure (ORCA input):
```
! RIJCOSX wB97M-V def2-TZVPD def2/J DEFGRID3
* xyz 0 1
C 0.7229 -1.5932 -0.0364
C -1.4307 -0.2602 0.1664
C -1.8417 1.1336 0.0187
C -1.9553 2.3706 -0.1105
H 3.9838 -0.0605 0.3993
H 0.1418 -2.4029 -0.2881
H -1.5946 3.5551 -0.1184
N 1.9473 -1.2856 -0.1438
O -0.0922 -0.3870 0.0828
S 2.6328 0.3382 0.0235
S -2.5142 -1.4081 0.0064
*
```

The calculation puts the orbital gap at 8.48 eV. As for the structure (SMILES): C#CC(=S)O/C=N\S. For the highest occupied orbital energy, the calculation gives -0.340 Ha. The LUMO energy comes out at -0.8 eV.

***

Relative calculated energies, zero for the most stable structure, unit eV: #P 0.000; #Q 2.224.

***

#P
This record from the Open Molecules 2025 dataset describes one molecule with the formula CH5NO3S. The level of theory is ωB97M-V/def2-TZVPD.

Structure (ORCA input):
```
! RIJCOSX wB97M-V def2-TZVPD def2/J DEFGRID3
* xyz 0 1
C 0.3370 0.0623 0.7793
N -0.1046 0.5070 -1.9098
O 2.2144 0.6263 -1.0287
O 0.5837 2.4074 -0.4665
O 1.1708 0.5078 1.7946
S 0.8941 1.0349 -0.6855
H 0.4733 -0.9982 0.5457
H -0.7172 0.2988 0.9543
H -1.0682 0.7772 -1.8349
H 0.0429 -0.4366 -2.2180
H 0.9704 0.0615 2.6277
*
```

The calculation puts the orbital gap at 11.45 eV. As for the structure (SMILES): NS(=O)(=O)CO. For the highest occupied orbital energy, the calculation gives -0.408 Ha. The LUMO energy comes out at 0.3 eV.

***

#Q
This record from the Open Molecules 2025 dataset describes a 2-piece molecular cluster, CH5NO3S overall. The level of theory is ωB97M-V/def2-TZVPD.

Structure (ORCA input):
```
! RIJCOSX wB97M-V def2-TZVPD def2/J DEFGRID3
* xyz 0 1
C -1.5221 0.5831 0.3911
N -0.4093 0.1174 0.0638
O 3.3621 -1.3613 -0.5046
O 2.3074 0.7835 -0.0810
O 1.3700 -0.6110 -1.9601
S 2.6628 -0.1683 -1.4219
H -1.6808 1.5744 0.7921
H -2.4610 0.0346 0.2447
H -0.5511 -0.7067 -0.4842
H 3.1169 -2.0686 0.1520
H 1.3207 0.8222 -0.0902
*
```

The calculation puts the orbital gap at 11.08 eV. For the highest occupied orbital energy, the calculation gives -0.379 Ha. The LUMO energy comes out at 0.8 eV.

***

Relative calculated energies, zero for the most stable structure, unit eV: #P 0.000; #Q 0.744.